Molecular formula: C35H43Cl3N2O2OsSbSi2
Method: DFT, the ωB97M-V functional and the def2-TZVPD basis

Structure (XYZ):
```
89
Properties=species:S:1:pos:R:3:lowdin_spin:R:1
Os 0.199 -0.331 1.040 2.417
C -2.943 -3.074 3.081 0.006
Si -1.172 -3.178 2.499 0.030
C -0.104 -4.305 3.528 0.007
C -1.226 -3.874 0.773 0.001
N -0.548 -1.468 2.569 0.333
C -0.713 -0.717 3.682 0.132
C -1.067 -1.237 4.957 0.058
C -1.306 -0.401 6.006 0.064
C -1.209 0.998 5.834 0.135
C -0.835 1.536 4.629 0.011
C -0.539 0.708 3.534 0.156
N -0.096 1.170 2.315 0.258
Si 0.471 2.878 2.179 0.032
C -1.023 3.991 2.041 0.007
C 1.500 3.076 0.648 0.012
C 1.566 3.236 3.653 0.002
H -3.422 -4.042 2.905 0.000
H -3.483 -2.329 2.490 0.000
H -3.073 -2.825 4.133 0.001
H -0.689 -5.195 3.777 0.001
H 0.284 -3.884 4.455 0.000
H 0.748 -4.631 2.930 0.000
H -1.387 -4.949 0.916 0.000
H -0.312 -3.760 0.197 0.000
H -2.070 -3.506 0.188 0.000
H -1.143 -2.305 5.095 0.000
H -1.578 -0.808 6.970 0.002
H -1.426 1.655 6.666 0.006
H -0.770 2.610 4.530 -0.002
H -1.778 3.544 1.389 0.000
H -0.723 4.945 1.600 0.001
H -1.499 4.210 2.998 0.000
H 0.924 3.017 -0.274 0.002
H 2.337 2.380 0.592 0.002
H 1.924 4.085 0.687 0.001
H 1.072 3.817 4.434 0.000
H 2.434 3.809 3.320 0.000
H 1.932 2.311 4.104 0.000
C -2.836 -0.699 -0.371 0.040
C -2.730 -0.723 -1.873 0.002
C -3.874 -1.015 -2.612 0.001
C -3.866 -0.993 -3.998 0.000
C -2.706 -0.661 -4.678 0.000
C -1.558 -0.365 -3.960 -0.001
C -1.553 -0.414 -2.568 -0.002
Sb 0.251 0.235 -1.635 0.050
C 0.325 2.090 -2.664 0.017
C 1.283 2.271 -3.655 0.002
C 1.301 3.443 -4.399 0.001
C 0.356 4.426 -4.151 0.000
C -0.608 4.233 -3.171 0.001
C -0.645 3.066 -2.416 0.001
C -1.729 2.872 -1.389 0.003
C 1.763 -0.874 -2.627 0.002
C 1.393 -1.929 -3.458 0.000
C 2.357 -2.645 -4.153 0.000
C 3.695 -2.312 -4.007 0.000
C 4.063 -1.283 -3.156 0.000
C 3.113 -0.549 -2.450 0.000
C 3.564 0.570 -1.549 0.002
H -3.802 -1.082 -0.042 0.002
H -2.736 0.319 0.015 0.007
H -2.074 -1.330 0.096 0.021
H -4.790 -1.260 -2.089 0.000
H -4.770 -1.226 -4.545 0.000
H -2.694 -0.622 -5.760 0.000
H -0.660 -0.078 -4.497 0.000
H 2.010 1.496 -3.866 0.000
H 2.050 3.582 -5.168 0.000
H 0.363 5.343 -4.724 0.000
H -1.349 5.002 -2.989 0.000
H -2.168 3.826 -1.099 0.000
H -1.348 2.396 -0.478 0.003
H -2.527 2.238 -1.786 0.000
H 0.353 -2.206 -3.564 0.000
H 2.061 -3.461 -4.799 0.000
H 4.454 -2.864 -4.545 0.000
H 5.112 -1.043 -3.025 0.000
H 4.614 0.452 -1.285 0.000
H 3.003 0.582 -0.613 0.003
H 3.449 1.544 -2.030 0.000
Cl 3.368 -3.903 2.033 0.000
C 3.413 -2.891 0.573 0.001
Cl 4.976 -2.099 0.439 0.002
Cl 3.106 -3.878 -0.851 0.002
C 2.303 -1.839 0.766 0.012
O 2.507 -0.816 1.439 0.128
O 1.158 -2.078 0.263 0.023
```

2S+1: 5
Net charge: +1
Kohn-Sham gap (alpha / beta) (eV): 7.8974 / 6.4098
LUMO (alpha / beta) (eV): -2.457 / -5.098